Version one
DFT (ωB97M-V/def2-TZVPD) results for a structure of composition C27H58InO11S.

- Spin multiplicity: 1
- Charge: -1
- Kohn-Sham gap: 5.1 eV
- HOMO: -3.739 eV

Last column: Mulliken charge in e.
CARTESIAN COORDINATES (ANGSTROEM)
H -3.16870 -5.90531 5.81958  0.375
H 8.25214 -6.34675 -1.94723  0.381
C -2.31518 -6.57698 5.75032  -1.200
O 2.73497 -8.02428 -1.03626  -0.476
H 1.62757 1.53711 1.48446  0.238
H 2.35098 2.08488 3.00815  0.345
C 7.94746 -3.04682 0.50262  -1.073
H 0.85223 -1.93181 2.38889  0.245
H -2.17643 -7.10094 6.69592  0.284
H -4.30267 6.87133 0.89904  0.325
H 8.15763 -2.06772 0.93045  0.309
H 2.86352 -4.37574 2.77019  0.297
H 8.10341 -5.68933 -0.30903  0.266
H 6.72014 -6.46794 -1.05819  0.258
H -2.35082 10.18250 -7.72617  0.270
S 0.37867 -2.97905 -1.45967  -0.572
C -4.02489 5.53498 -2.68895  -0.685
C 0.72828 -6.75703 -1.90107  -0.846
C -3.13448 10.26891 -8.47992  -0.949
O -2.18769 5.60104 0.31424  -0.574
H -3.30383 11.42696 -5.70615  0.381
H 8.06419 -3.80473 1.27683  0.245
H 0.53417 -6.65347 -2.99060  0.334
H -3.56588 10.72327 -4.13037  0.321
C -4.08277 6.93407 -0.16553  -1.175
H 3.76837 -5.23588 0.83547  0.253
C -0.44983 -3.75178 2.05874  -0.276
C 6.52101 -3.05281 0.01703  0.857
H -2.75752 -3.90307 5.81498  0.347
H -3.69730 7.92801 -0.39034  0.270
C 7.58187 -5.82953 -1.25770  -0.956
H 7.96639 -3.84679 -2.08016  0.325
H -1.94519 2.12840 0.36949  0.284
O -0.17457 -6.45547 4.75804  -0.522
C -3.02731 5.91161 -0.48934  0.883
H 1.37210 3.19785 2.08377  0.339
H -0.82423 -4.01578 1.05263  0.254
C -1.17906 3.24085 2.04394  -0.359
H -0.57262 -1.74186 1.23666  0.196
C -3.89000 6.82052 -3.47717  -0.742
H 1.49824 -8.65739 -2.63873  0.203
O 0.42050 0.74687 3.94923  -0.563
O -4.93322 9.69843 -6.94478  -0.350
O -2.97273 5.39918 -1.72413  -0.368
H -5.21289 10.75048 -8.64624  0.301
H -2.55167 -7.30264 4.97406  0.315
O -5.16328 8.91713 -4.90407  -0.567
O -0.93640 2.07403 2.84084  -0.362
In 1.91528 -4.94720 -1.25381  0.727
C -3.41405 10.48084 -5.18080  -1.032
H -2.50248 9.89176 -5.28049  0.246
C -4.45535 10.68351 -7.86571  -0.413
C -1.81724 -3.79265 6.35785  -0.377
C -1.20575 2.90712 0.56932  -0.639
C 2.14047 -4.30134 1.92228  -0.544
H 2.45970 -6.38719 1.17202  0.286
H -0.46407 4.03145 2.27859  0.294
H -3.22812 9.29237 -8.95661  0.296
H 3.33937 -4.83540 -2.34388  -0.458
H -3.98101 7.69655 -2.83572  0.255
H -0.24194 2.52437 0.22726  0.260
H -4.65345 6.87883 -4.24642  0.394
H -0.80391 -1.79169 2.98921  0.359
C -1.02972 -5.88829 5.37392  0.874
H 0.80471 -8.74719 -1.00506  0.213
H -2.81491 10.99604 -9.22776  0.349
H -2.90706 6.87088 -3.95083  0.273
C 2.65765 -5.34389 0.84506  -1.113
O 6.18544 -3.86342 -0.99635  -0.323
O -0.80564 -4.63633 5.80841  -0.325
C -1.97740 -4.02288 7.84673  -1.127
H -1.47781 -2.77201 6.18254  0.397
C 0.29142 1.62044 3.13720  0.774
H 2.61424 -8.37709 -0.16158  0.285
H -2.30878 -5.04005 8.06254  0.270
H -1.29570 -3.97037 2.75809  0.105
C -0.18834 -2.21088 2.16329  -0.982
C 1.47130 2.15262 2.37015  -1.007
H -3.92021 4.68403 -3.36165  0.357
H 0.46688 -5.70711 2.25671  0.249
C 1.44900 -8.12487 -1.66795  -0.371
H 8.67973 -3.20637 -0.28672  0.353
H -2.15800 3.60958 2.34953  0.276
H -4.40651 11.66762 -7.39652  0.357
H 2.23440 -3.27663 1.52496  0.259
C -4.58528 9.66039 -5.64911  0.778
H -1.45821 3.79955 -0.01699  0.161
H -2.70568 -3.32637 8.26588  0.377
C 0.73442 -4.66044 2.51237  0.064
H -5.00369 5.43674 -2.21668  0.397
O 5.67668 -2.40458 0.56824  -0.559
H 0.80153 -4.63540 3.61270  0.002
H -5.02295 6.77376 -0.68847  0.361
H 0.90161 -1.99469 -0.65171  0.009
H 6.60563 -4.69199 -2.78353  0.345
H -1.02302 -3.88282 8.35638  0.305
H -0.24542 -6.76755 -1.36510  0.271
C 7.12953 -4.50925 -1.84557  -0.398

=====

Version two
DFT (ωB97M-V/def2-TZVPD) results for a structure of composition C27H58InO11S.

- Spin multiplicity: 1
- Charge: -1
- Kohn-Sham gap: 5.6 eV
- HOMO: -4.076 eV

Last column: Mulliken charge in e.
CARTESIAN COORDINATES (ANGSTROEM)
C 3.33029 -0.00261 -10.63374  0.758
H -3.36256 2.75460 -1.04942  0.332
H 4.20990 -2.48681 3.53555  0.367
H -4.93557 -5.29597 5.67101  0.318
C 5.57251 0.48654 -11.47367  -0.409
H 1.04003 -1.68389 -5.60031  0.368
C 3.84369 3.94628 5.61328  -0.422
H -1.75509 0.30980 -3.14097  0.092
H -2.14597 -2.71178 3.34331  0.185
H -1.93309 0.20371 -8.18991  0.284
C -5.03254 -2.54915 3.75338  -0.271
C -4.34441 1.12057 0.04853  0.841
In 2.39699 -0.40251 3.79422  0.806
O 4.59548 -0.39323 -10.90145  -0.353
H -2.02347 -0.87096 -1.83605  0.296
C -2.19874 -0.55865 -7.45623  -1.143
O -2.40563 0.60003 -5.38982  -0.541
C -0.67163 0.14827 4.76867  -0.436
C 0.78941 0.07111 5.22872  -1.366
O 3.59982 -1.28998 6.43970  -0.490
H -2.52100 2.13522 0.37592  0.233
H -1.65362 0.80153 -1.43760  0.215
H -2.32389 -1.21976 5.13663  0.120
H -6.97978 -2.93647 2.93894  0.387
O -4.34804 -2.47337 5.00894  -0.312
H 3.64155 0.86221 3.84254  -0.509
H -2.36130 0.12746 2.63051  0.290
H 0.64972 0.28306 1.44889  -0.014
C 1.53600 4.57166 5.10989  0.858
H 1.83214 -1.37782 -7.95559  0.373
C -3.75197 -3.53729 5.59404  0.904
H -6.99424 -2.28131 4.58399  0.324
O 2.54342 -0.83416 -10.27264  -0.551
O 2.55884 3.70479 5.04111  -0.320
C -4.07837 -4.92875 5.10434  -1.175
H 4.50810 3.32614 5.01338  0.336
H 4.87462 -2.70182 5.74590  0.212
H -3.96494 3.12540 0.58375  0.355
H -1.25320 0.74095 5.48641  0.302
O -4.98032 0.86091 1.03404  -0.573
H 4.92245 3.63518 7.44476  0.385
H 3.28554 -3.32162 6.14993  0.240
C 3.90604 3.51907 7.06489  -0.917
H 6.26914 -0.18562 -11.97180  0.302
C -6.48059 -2.96553 3.90839  -1.341
C -3.50092 2.36977 -0.04350  -1.054
H 0.49551 -0.28544 -8.28086  0.256
C -1.72311 -0.08642 -6.10272  0.856
C -2.22831 -0.88312 2.24127  -0.900
H 5.11972 1.11070 -12.24486  0.356
H -4.31424 -4.98623 4.04573  0.354
C 3.35744 -2.37184 4.21001  -0.898
H 2.85777 -1.42479 7.02853  0.267
H -3.22212 -5.56017 5.32431  0.322
H -1.66755 -0.81646 1.30647  0.113
H 2.63950 -3.15610 3.95523  0.306
S 1.55312 -0.70770 1.42819  -0.574
C 0.37116 -1.31856 -6.37729  -0.663
H -0.56678 -2.14161 2.85249  0.398
H 4.14258 4.98757 5.47321  0.339
H -0.20965 -2.17275 -6.72708  0.384
H 3.62004 2.47019 7.14252  0.218
H 1.72783 0.16863 -7.09616  0.284
H 3.15460 1.90852 -9.73907  0.252
H 1.89966 1.52252 -10.91744  0.318
H -4.16113 -0.17447 -2.91292  0.270
H 3.23584 4.11033 7.69054  0.276
H -0.73535 0.69223 3.82121  0.204
C 2.96504 1.46064 -10.71578  -1.005
H 5.60266 1.98889 -9.91187  0.273
H 1.24688 5.43995 7.02497  0.253
O 0.54307 4.36972 4.46674  -0.571
H 0.84342 -0.63062 6.06987  0.364
H 6.74391 0.66100 -9.68241  0.294
H 1.09888 1.04986 5.61310  0.323
O -0.47724 -0.38546 -5.68877  -0.365
H -4.49208 -3.19960 3.06332  0.411
C 6.28576 1.31288 -10.42551  -0.944
H -3.83585 1.50246 -2.52928  0.282
H -6.57026 -3.97563 4.31025  0.309
H 7.06864 1.91084 -10.89360  0.346
C -2.17665 0.16222 -2.14841  -0.569
C 3.80421 -2.49261 5.65456  -0.400
H -0.74350 -1.94554 5.22659  0.344
H 2.64395 6.13473 6.19904  0.353
H -4.96257 -1.53827 3.35445  0.377
H -1.77502 -1.50436 -7.77998  0.355
H 3.51258 2.02615 -11.46378  0.364
C -3.65419 0.47783 -2.20369  -0.333
H -3.28149 -0.63348 -7.41568  0.315
C 1.63660 5.75394 6.05563  -1.059
H 0.99631 6.54093 5.66714  0.305
O -4.31746 0.21853 -0.95447  -0.372
C 1.14930 -0.66517 -7.49625  -0.769
C -1.34665 -1.23309 4.65525  -0.201
H -3.22522 -1.24846 1.98063  0.289
C -1.52822 -1.80775 3.24534  -0.446
O -3.00618 -3.33075 6.51043  -0.550

=====

Stability summary - winner: version two; margin: 1.239 eV.

=====

Version one
DFT (ωB97M-V/def2-TZVPD) results for the molecule C8H11N.

- Spin multiplicity: 1
- Charge: 0
- Kohn-Sham gap: 9.5 eV
- HOMO: -8.576 eV

Last column: natural (NBO) charge in e.
CARTESIAN COORDINATES (ANGSTROEM)
H 2.59358 0.41014 -0.40727  0.211
N 1.37375 -1.42816 -0.20221  -0.669
H 1.27549 2.59009 0.93846  0.229
H 0.79243 0.33557 1.44965  0.186
H 1.62245 -0.03335 -1.90099  0.204
H -0.31636 2.81926 -0.20494  0.210
H 2.35590 -1.68237 0.56529  0.377
H -1.46142 -0.46408 1.97089  0.258
H -0.62067 -2.22273 -0.61770  0.227
C -1.06111 -0.49461 0.91535  -0.322
C 0.59277 0.70351 -0.47647  -0.226
C 1.68011 -0.05672 -0.77424  -0.273
C -1.99313 -0.28003 -0.06765  0.008
C -0.04572 0.71215 0.73411  -0.229
C 0.46499 2.06230 0.36199  -0.380
C -2.79295 0.19288 -0.79230  -0.267
H -0.27310 -2.59212 1.00950  0.221
H -0.40092 0.95146 -1.22535  0.219
C -0.17460 -1.67049 0.20795  -0.222
H -3.61146 0.14729 -1.48408  0.238

=====

Version two
DFT (ωB97M-V/def2-TZVPD) results for the molecule C8H11N.

- Spin multiplicity: 1
- Charge: 0
- Kohn-Sham gap: 9.4 eV
- HOMO: -8.966 eV

Last column: natural (NBO) charge in e.
CARTESIAN COORDINATES (ANGSTROEM)
H -1.46982 -0.86608 0.50779  0.224
H -1.81442 2.25880 -1.21989  0.215
C 1.75995 -2.49549 0.31054  -0.621
H 1.97470 -2.99739 -0.67645  0.232
H -2.61021 0.20378 0.57633  0.229
C 0.58633 -1.01681 -1.28680  0.275
H 2.62916 -2.41768 1.13577  0.226
H 1.07835 -3.13800 0.85116  0.224
C -0.70060 1.11970 0.09338  0.069
C 0.51765 1.10694 0.60724  -0.269
C 1.17438 -0.16936 0.91937  -0.120
N 0.23872 -0.93820 -2.37280  -0.317
H -2.01987 -0.19772 -1.11139  0.246
C 1.17336 -1.14372 -0.01168  -0.159
H 1.07065 2.03778 0.60457  0.217
H -0.41745 3.27541 -0.68783  0.218
C -1.19816 2.48932 -0.37318  -0.644
H -1.95886 2.96769 0.27070  0.219
C -1.71921 0.04567 -0.01381  -0.683
H 1.70536 -0.12465 1.87697  0.220

=====

Version three
DFT (ωB97M-V/def2-TZVPD) results for the molecule C8H11N.

- Spin multiplicity: 1
- Charge: 0
- Kohn-Sham gap: 10.0 eV
- HOMO: -9.088 eV

Last column: natural (NBO) charge in e.
CARTESIAN COORDINATES (ANGSTROEM)
H 1.58320 1.57356 -1.39062  0.208
H 1.32484 1.68815 0.40003  0.225
C -2.31295 1.05700 1.85913  -0.061
C -1.87275 1.23513 0.59026  -0.227
C 1.28228 1.09711 -0.47967  -0.414
H 2.46650 -0.77533 -2.40297  0.213
H -0.90531 -1.83993 1.65487  0.195
H -1.95225 2.03211 -0.09770  0.225
C -1.09230 -0.04182 0.34814  -0.341
H 3.00117 -1.81418 -1.09471  0.225
N -2.03356 -0.19777 2.41748  -0.419
H -2.93457 1.75020 2.43309  0.201
H 1.77215 -0.68351 0.66140  0.220
C 0.18123 0.04987 -0.72913  -0.184
C 1.54184 -0.41404 -0.41392  -0.249
H -0.18015 -0.13084 -1.74361  0.218
H -1.85181 -0.51955 -0.27980  0.269
C 2.09981 -1.30986 -1.48012  -0.616
C -1.29402 -0.81236 1.59430  0.101
H 1.17665 -1.94392 -1.84645  0.212

=====

Version four
DFT (ωB97M-V/def2-TZVPD) results for a structure of composition C8H11N.

- Spin multiplicity: 1
- Charge: 0
- Kohn-Sham gap: 10.3 eV
- HOMO: -9.524 eV

Last column: natural (NBO) charge in e.
CARTESIAN COORDINATES (ANGSTROEM)
N 0.56048 -1.38235 -3.22327  -0.331
H 1.45524 1.33885 1.64004  0.219
H -2.69538 0.16935 1.78495  0.206
C 1.53549 0.43888 1.06341  -0.596
C -1.68130 0.53943 1.52464  -0.412
C 0.34425 -1.16806 -0.59709  -0.313
C -0.92538 -0.11156 0.58393  0.061
H 1.10215 1.38698 -1.68233  0.222
H 2.52418 0.44716 0.60958  0.216
H -0.66992 1.36346 -1.52083  0.223
H -1.33794 1.50048 1.95726  0.205
C 0.41575 0.24656 0.03239  -0.099
H -1.31809 -2.26451 0.52631  0.232
C -1.12222 -1.39642 -0.10936  -0.442
H 1.01536 -1.86991 -0.09175  0.254
C 0.29319 1.40808 -0.94506  -0.603
C 0.49975 -1.29018 -2.05599  0.293
H 1.54568 -0.41444 1.79730  0.211
H 0.33329 2.37218 -0.40880  0.221
H -1.87456 -1.31399 -0.88536  0.234

=====

Stability summary - winner: version four; margin: 0.529 eV.